Record 1
Computed, not measured: 2 unconnected molecules or ions with the total composition C5H9NO2S in a non-equilibrium geometry, with the ωB97M-V functional and the def2-TZVPD basis.

Geometry as XYZ:
```
18
Properties=species:S:1:pos:R:3:forces:R:3
C 0.852 2.519 1.631 3.75 1.20 0.56
C 0.299 1.678 0.860 -1.20 -0.99 -1.39
N -0.219 0.952 0.034 -0.36 -1.09 -0.13
S -0.260 -0.768 0.342 0.47 -0.14 1.66
C 0.304 -0.839 2.090 -2.30 -1.45 -2.07
O -1.575 -1.278 0.121 -0.07 0.67 0.52
O 0.831 -1.391 -0.325 0.71 0.16 -0.41
H 1.994 2.628 1.477 -2.06 0.02 0.38
H 0.360 3.063 2.393 -0.39 0.36 0.54
H 1.052 -0.105 2.112 2.17 -0.30 0.26
H -0.415 -0.422 2.720 -1.69 0.44 1.02
H 0.287 -1.945 2.210 1.19 0.97 0.33
C -0.711 -1.274 -2.718 -0.95 3.20 0.09
C -0.423 0.007 -2.473 -3.36 -4.79 -1.93
H -1.634 -1.705 -2.894 -2.41 0.06 -0.15
H -0.073 -2.035 -2.683 3.45 -2.53 0.04
H 0.516 0.246 -2.439 5.13 1.78 0.66
H -1.184 0.669 -2.457 -2.09 2.41 0.03
```
Positions in Å, forces in eV/Å.

Computed properties:
* electronic energy: -21746.33771 eV
* 2S+1: 1
* SMILES string: C=C=NS(C)(=O)=O.C=C
* E_HOMO: -9.0261 eV

Record 2
Computed, not measured: a molecular structure, C38H43CsN7O3P, with the ωB97M-V functional and the def2-TZVPD basis.

Geometry as XYZ:
```
93
Properties=species:S:1:pos:R:3:forces:R:3
Cs -0.149 -0.373 -0.809 0.27 -0.02 -0.29
C -6.387 0.155 3.659 0.06 0.00 -0.04
C -5.450 0.382 2.501 -0.04 0.10 0.06
C -4.971 1.650 2.174 0.00 -0.06 0.00
C -4.078 1.849 1.142 0.00 -0.03 0.04
C -3.573 0.790 0.341 0.00 0.16 -0.03
N -2.735 0.955 -0.707 -0.40 -0.02 0.01
C -2.157 2.171 -0.960 0.18 -0.18 0.14
C -2.211 2.678 -2.276 0.05 0.09 0.04
C -1.570 3.838 -2.663 -0.02 -0.03 -0.02
C -0.806 4.582 -1.765 0.00 0.03 -0.02
C -0.088 5.838 -2.187 -0.02 -0.08 0.04
C -0.704 4.089 -0.474 -0.01 -0.02 0.03
C -1.339 2.916 -0.071 -0.02 0.14 -0.09
N -1.125 2.519 1.288 -0.14 0.16 0.09
C -1.240 3.312 2.379 0.00 -0.03 -0.09
C -0.863 2.566 3.468 0.00 -0.06 0.08
C -0.539 1.307 2.930 -0.08 0.14 0.06
N -0.699 1.291 1.618 0.06 -0.09 -0.09
C -4.112 -0.482 0.666 0.02 0.00 0.07
C -5.002 -0.665 1.714 0.06 -0.12 -0.08
N -3.815 -1.637 -0.129 0.00 -0.06 -0.01
C -4.725 -2.461 -0.696 0.05 0.11 -0.04
C -4.037 -3.494 -1.292 -0.03 0.04 0.04
C -2.691 -3.206 -1.021 -0.13 0.04 -0.07
N -2.567 -2.089 -0.315 0.08 -0.13 0.07
H -6.919 1.072 3.914 -0.01 0.00 0.00
H -7.130 -0.610 3.427 -0.01 0.00 0.01
H -5.848 -0.171 4.553 -0.02 0.00 0.02
H -5.318 2.509 2.740 0.01 0.00 -0.01
H -3.776 2.861 0.902 -0.01 -0.01 -0.02
H -2.822 2.123 -2.978 0.00 -0.01 0.00
H -1.676 4.189 -3.685 0.00 -0.01 0.00
H -0.532 6.251 -3.092 0.01 0.01 0.00
H -0.132 6.602 -1.410 0.00 0.00 0.00
H 0.967 5.642 -2.396 0.00 0.02 -0.01
H -0.096 4.617 0.255 0.00 0.00 -0.01
H -1.599 4.324 2.293 0.00 0.00 -0.01
H -0.850 2.876 4.498 0.00 -0.01 0.00
H -0.202 0.417 3.437 0.00 0.01 0.01
H -5.350 -1.675 1.912 0.00 0.01 0.00
H -5.776 -2.235 -0.641 0.01 0.01 -0.01
H -4.450 -4.321 -1.844 0.01 0.00 0.00
H -1.813 -3.754 -1.326 0.00 -0.01 0.02
C 0.012 0.324 -4.328 -0.03 0.03 -0.02
C -0.102 -1.052 -4.476 0.04 -0.01 0.02
C 0.964 -1.875 -4.130 -0.01 0.01 0.00
C 2.136 -1.325 -3.625 -0.04 0.00 -0.02
C 2.249 0.052 -3.482 -0.03 0.04 -0.05
C 1.189 0.877 -3.839 -0.03 0.00 0.03
H -0.823 0.964 -4.581 0.01 0.02 0.00
H -1.019 -1.483 -4.856 0.00 0.00 0.00
H 0.871 -2.946 -4.264 0.02 -0.01 0.02
H 2.962 -1.963 -3.336 -0.01 0.00 0.00
H 3.153 0.487 -3.079 0.01 -0.02 0.00
H 1.266 1.950 -3.715 0.01 0.00 0.01
C 6.946 -0.883 0.604 -0.07 0.03 0.02
C 6.050 0.176 -0.002 0.11 -0.03 -0.08
O 4.839 0.279 0.748 -0.09 -0.03 0.10
P 3.420 -0.095 0.016 0.06 0.16 0.06
O 2.543 -0.324 1.375 0.02 -0.11 -0.05
C 2.809 -1.496 2.155 0.04 0.01 0.12
C 3.659 -1.168 3.366 -0.03 0.02 -0.07
O 2.783 1.327 -0.402 0.04 -0.12 0.00
C 2.417 2.395 0.506 0.08 0.10 -0.03
C 3.615 3.224 0.922 -0.01 -0.07 -0.04
H 7.894 -0.936 0.066 0.00 0.00 0.00
H 6.464 -1.861 0.555 0.02 0.00 0.01
H 7.151 -0.650 1.649 0.01 -0.02 -0.01
H 5.830 -0.061 -1.049 -0.02 0.01 0.01
H 6.531 1.154 0.022 -0.01 0.02 -0.02
H 3.288 -2.262 1.533 -0.01 0.00 -0.02
H 1.840 -1.884 2.472 -0.02 -0.01 -0.04
H 4.644 -0.821 3.059 0.00 0.00 0.02
H 3.769 -2.054 3.993 0.01 0.00 0.01
H 3.182 -0.382 3.952 0.01 -0.01 0.02
H 1.903 1.974 1.368 -0.03 -0.03 0.00
H 1.709 2.997 -0.061 -0.03 -0.01 0.02
H 4.305 2.636 1.526 0.01 0.03 0.00
H 3.276 4.079 1.510 -0.01 0.00 0.00
H 4.146 3.598 0.045 0.01 0.01 0.01
N -0.745 -8.386 0.572 0.01 -0.01 0.00
C -0.407 -7.312 0.349 -0.03 -0.02 0.02
C 0.016 -5.966 0.066 0.06 0.12 -0.07
C 0.664 -5.668 -1.129 -0.01 -0.10 -0.01
C 1.048 -4.359 -1.357 0.04 0.05 0.03
N 0.824 -3.365 -0.498 0.02 -0.18 0.14
C 0.204 -3.666 0.642 -0.01 0.06 -0.08
C -0.217 -4.942 0.974 -0.05 -0.07 0.09
H 0.861 -6.443 -1.857 0.00 0.02 -0.01
H 1.561 -4.091 -2.272 0.00 -0.01 -0.02
H 0.005 -2.840 1.316 -0.02 -0.02 0.01
H -0.729 -5.133 1.906 0.00 0.02 0.00
```
Positions in Å, forces in eV/Å.

Computed properties:
* electronic energy: -66515.07084 eV
* 2S+1: 1
* E_HOMO: -5.9440 eV

Respective HOMO-LUMO gap values: 9.52, 5.47 eV.
Respective lowest unoccupied orbital energy values: 0.50, -0.48 eV.